# 1
Computed, not measured: C8H12S in the gas phase, with ωB97M-V/def2-TZVPD.

The geometry in XYZ format:
```
21
Properties=species:S:1:pos:R:3:mulliken_charge:R:1
H -0.36454 2.44196 1.16097 0.448
H -1.69630 -1.13939 0.66083 0.449
C -0.04932 0.23709 0.94205 2.077
H 0.37674 -1.71293 1.40012 0.429
C -0.04083 -0.29012 -3.78655 -0.708
H -1.92319 -0.17181 2.02248 0.380
H -2.07734 0.49039 0.36002 0.377
C 0.86647 -0.79696 1.55430 -1.540
H 1.70580 1.62615 -4.74660 0.169
C 0.09031 1.61987 1.65197 -1.634
H -0.32996 1.62855 2.66073 0.400
H -0.04889 -0.48869 -4.80527 0.382
H 1.89856 -0.77366 1.23310 0.369
C 0.73967 0.26174 -1.57093 0.660
H -1.00934 -0.44582 -3.23339 0.238
C 0.32252 0.44487 -0.46809 -0.843
C -1.47486 -0.17443 1.01487 -1.746
S 2.50825 0.69535 -4.08554 -0.207
H 0.88887 -0.36244 2.59655 0.340
H 1.15273 1.96682 1.74104 0.370
C 0.95424 0.20224 -3.06180 -0.411
```

Computed properties:
Kohn-Sham gap: 9.70 eV
SMILES: C=C(S)C#CC(C)(C)C
LUMO level: 0.0249 Eh
ΔE to the lowest compared entry with this formula, charge and spin: 3.287 eV
DFT total energy: -19322.36177 eV
charge: 0

# 2
Computed, not measured: 4 unconnected molecules or ions with the total composition C14H31FO3PS3, with ωB97M-V/def2-TZVPD.

The geometry in XYZ format:
```
53
Properties=species:S:1:pos:R:3:mulliken_charge:R:1
H -1.41361 2.47567 -0.54371 -0.091
H -1.37721 -1.74821 -2.54040 0.264
H -0.00708 -0.36934 3.09674 0.259
C -1.27115 2.38163 3.25262 -0.794
H -2.68457 0.60968 -0.64118 -0.080
C -0.60398 3.38594 1.16256 0.868
C -0.57022 3.32160 2.53786 -0.600
C 3.26139 0.44112 1.68050 -1.108
H 0.67558 5.48431 -1.73544 0.024
C -1.38719 2.43773 0.54074 0.150
H 3.77868 0.52342 0.72634 0.343
O 4.54706 -3.91597 -2.19973 -0.628
C -3.32125 -3.49392 -3.56561 -0.919
H 3.31342 1.39452 2.20624 0.375
O -4.07273 -1.81505 -1.65781 -0.564
H 2.46840 -2.85206 -0.40691 0.294
S -3.70921 -1.79955 -3.09549 0.459
H 1.64098 -0.84586 3.57481 0.461
H -4.01718 0.84599 0.46713 0.327
C 0.21393 4.42020 0.43188 -1.437
H 4.42246 -6.79239 -1.63089 0.324
C -2.12131 1.49147 1.21593 0.985
H -0.49074 6.57980 -0.38563 -0.077
H -1.24753 5.94630 -2.21647 0.029
H -1.67483 -1.26907 -4.24011 0.403
H 0.52683 5.20240 1.13498 0.322
H -2.93094 -3.50858 -4.58368 0.358
H -2.60596 0.69803 3.11894 0.424
O 1.51163 -1.34531 0.78788 -0.699
C -2.96905 0.53477 0.40951 -1.343
H -2.02672 -0.13448 -2.91601 0.248
H -2.85578 -0.50816 0.71250 0.368
H -0.75959 3.99754 -1.73161 -0.136
S 3.37617 -4.65619 -1.65793 0.497
H 3.71867 -0.34910 2.27817 0.335
H -2.58933 -3.91002 -2.87258 0.277
C 1.04167 -0.08521 3.06942 -1.071
H 4.79798 -5.87102 -0.15449 0.292
H -1.23188 2.33820 4.33760 0.381
F -2.18676 5.16205 -0.34994 -0.473
H 2.08805 -4.41597 0.33978 0.362
H 1.16393 0.88166 3.55494 0.371
H 1.12106 3.90678 0.07830 0.312
C 4.01240 -6.14097 -0.86096 -0.928
C -2.04348 1.46690 2.58957 -0.482
H 3.19937 -6.65350 -0.34612 0.330
H -4.23976 -4.07620 -3.51994 0.316
C 2.86583 -3.82971 -0.15011 -0.852
S 1.53980 0.03999 1.35004 0.693
P -0.61074 5.29655 -1.07502 0.092
H 0.03485 4.01380 3.12184 0.259
C -2.02461 -1.18217 -3.21093 -0.845
H 3.72425 -3.71004 0.51185 0.324
```

Computed properties:
Kohn-Sham gap: 5.66 eV
LUMO level: 0.0782 Eh
DFT total energy: -65672.59300 eV
charge: -1

# 3
Computed, not measured: a molecular structure, C25H18BrMnN4O5S, with ωB97M-V/def2-TZVPD.

The geometry in XYZ format:
```
55
Properties=species:S:1:pos:R:3:mulliken_charge:R:1
C -0.21919 4.85478 -0.40739 0.734
H 2.76998 -2.22175 2.21775 0.240
C -3.75361 0.30341 -2.17790 -0.075
C -3.20578 -1.34327 1.65220 -0.609
N -1.01277 0.81683 -3.46485 -0.739
C 0.79938 3.94496 -0.80473 0.609
H 3.72421 1.71689 -2.01161 0.403
C 3.05581 -5.94952 1.08844 -0.528
Mn -1.16685 1.61861 -0.51129 -0.370
C -4.31474 -1.42935 -0.49671 -1.134
O -1.15787 -0.02419 3.15383 -0.743
H -5.01897 -1.87019 -1.18650 0.483
O -0.73846 1.31228 1.41565 -0.734
C -2.47773 -0.28081 1.17989 0.199
N -2.62491 0.24477 -0.03710 -0.175
H -0.18305 -3.85412 0.91316 0.545
O -4.87134 -3.01920 1.15007 -0.577
H -4.60169 -3.24703 2.04452 0.280
O -4.51285 -0.05841 -3.06473 -0.717
C -4.13922 -1.92912 0.75507 1.420
H -1.72237 0.65382 -4.18849 0.326
C 0.72018 -4.44342 0.95446 -0.171
H 1.50165 0.73778 -1.64367 0.437
C 0.69944 -5.80177 0.68632 -0.650
H 3.96945 -6.52775 1.14548 0.345
O -2.97774 1.48605 -2.37575 -0.232
C -1.58764 1.25784 -2.43988 0.459
C -1.38850 0.36050 2.02051 0.340
H 4.03110 -4.09993 1.57601 0.329
H -0.24247 -6.26920 0.42867 0.368
C 1.85910 -6.56298 0.75328 -0.455
C -0.00853 6.18685 -0.20728 -0.726
C 3.09157 -4.58642 1.33922 -0.579
N 2.00255 -2.46188 1.61134 -0.211
C 2.08463 4.51637 -1.01202 1.139
Br -1.99587 4.21706 -0.17910 -0.186
N 1.68036 -0.21954 1.56992 -0.390
C -3.56144 -0.28732 -0.90191 0.441
H 4.12100 4.11908 -1.59773 0.346
H 1.09534 0.56143 1.29432 0.101
C 3.14179 3.68026 -1.44237 -0.861
C 1.64042 1.79467 -1.45168 0.634
S 0.45720 -1.52356 -0.38161 -0.373
C 1.92736 -3.82783 1.27414 0.436
H -3.02758 -1.71139 2.65286 0.415
H 1.89972 -0.23139 2.55441 0.257
C 1.40220 -1.40141 0.97956 0.376
H 1.45385 7.77460 -0.23873 0.374
H -0.82362 6.83004 0.09343 0.387
C 2.29936 5.90017 -0.79784 -0.914
H 1.82760 -7.62508 0.54771 0.364
C 0.58111 2.54755 -1.00532 -0.432
C 1.28452 6.71810 -0.40131 -0.504
C 2.91920 2.35468 -1.66602 -1.038
H 3.29470 6.29846 -0.95873 0.337
```

Computed properties:
Kohn-Sham gap (alpha / beta): 5.17 / 8.22 eV
multiplicity: 6
⟨S²⟩: 8.882
LUMO level (alpha / beta): 0.0951 / 0.0946 Eh
ΔE to the lowest compared entry with this formula, charge and spin: 2.256 eV
DFT total energy: -154615.96455 eV
charge: -1

# 4
Computed, not measured: a gas-phase ion, C5H11NO2 (charge -2), with ωB97M-V/def2-TZVPD.

The geometry in XYZ format:
```
19
Properties=species:S:1:pos:R:3:mulliken_charge:R:1
H -1.45203 -0.14643 0.52889 0.296
O 3.27823 0.64219 2.58298 -0.921
H 0.65915 0.40934 2.08949 0.288
C -2.48303 -1.03815 -1.55858 -0.258
H -2.26964 -1.69495 -2.44055 0.209
H -1.03322 1.46131 -0.08254 0.346
H 3.24187 0.39882 0.52384 0.148
H -2.23238 -1.67590 -0.67158 0.177
O -3.72757 -0.54987 -1.56174 -0.916
H 1.12151 0.38322 -0.95365 0.264
C -0.87917 0.38679 -0.24072 -0.478
C 2.68937 0.14474 1.47527 -0.476
H 0.69789 -1.04277 -0.01615 0.099
C 0.59804 0.05230 -0.05123 -0.546
H -1.98231 0.81731 -1.85464 0.205
C 1.23141 0.65741 1.19731 -0.333
H 2.59793 -0.97829 1.48724 0.171
H 1.34807 1.74746 1.11855 0.218
N -1.40413 0.02549 -1.57217 -0.493
```

Computed properties:
Kohn-Sham gap: 6.84 eV
SMILES: [O-]CCCCNC[O-]
LUMO level: 0.2567 Eh
ΔE to the lowest compared entry with this formula, charge and spin: 0.000 eV
DFT total energy: -10945.24251 eV
charge: -2